(1)
One molecule with the formula CH3NO2S in a non-equilibrium geometry, computed with ωB97M-V with the def2-TZVPD basis set.

XYZ file:
```
8
CH3NO2S | OMol25 | ωB97M-V with the def2-TZVPD basis set
C -0.210 0.140 0.028
S -1.803 0.723 0.545
N -1.152 1.424 2.329
O -0.007 1.104 2.561
O -1.984 1.982 3.001
H -0.192 -0.509 -0.846
H 0.191 -0.515 0.678
H 0.649 0.942 -0.130
```

Properties
- E_HOMO: -9.98 eV
- LUMO: -0.5902 eV
- HOMO-LUMO gap: 9.4 eV
- SMILES string: CS[N+](=O)[O-]
- Relative energy (zero: lowest compared OMol25 entry of this formula, charge and spin): 3.4870 eV
- E_tot: -17501.983 eV
- Multiplicity: 1

Partial atomic charges computed with the Mulliken method, in multiples of e: -0.85, 0.01, 0.78, -0.45, -0.49, 0.35, 0.35, 0.29

---

(2)
A 2-piece molecular cluster, C3H10NO overall in a non-equilibrium geometry, computed with ωB97M-V with the def2-TZVPD basis set.

XYZ file:
```
15
C3H10NO | OMol25 | ωB97M-V with the def2-TZVPD basis set
C -0.428 -0.594 2.532
C -0.017 -0.088 -1.037
C 1.171 0.201 -1.826
O 0.769 0.809 -3.100
N -0.774 0.401 1.573
H -0.056 -1.460 2.002
H -1.238 -1.112 3.073
H -0.811 0.563 -1.417
H -0.256 -1.115 -0.795
H 1.713 -0.686 -2.172
H 1.831 1.013 -1.504
H -0.165 0.604 -3.228
H 0.255 -0.231 3.281
H -1.036 0.383 0.640
H -0.955 1.311 1.977
```

Properties
- E_HOMO: -14.04 eV
- LUMO: -8.0876 eV
- HOMO-LUMO gap: 5.9 eV
- Net charge: +1
- Relative energy (zero: lowest compared OMol25 entry of this formula, charge and spin): 5.5540 eV
- E_tot: -6798.757 eV
- Multiplicity: 1

Mulliken population analysis, charges in e, atoms 1 to 8: -0.65, -0.57, -0.10, -0.43, -0.23, 0.25, 0.31, 0.45

---

(3)
A 2-piece molecular cluster, C4H9FP overall in a non-equilibrium geometry, computed with ωB97M-V with the def2-TZVPD basis set.

XYZ file:
```
15
C4H9FP | OMol25 | ωB97M-V with the def2-TZVPD basis set
C -0.282 1.375 1.022
C 0.534 0.968 0.022
C 1.592 0.095 -0.256
C -0.851 -1.595 0.006
F -2.122 0.462 -0.776
P -1.717 -0.064 0.633
H 0.010 1.389 2.033
H -1.077 2.185 0.900
H 0.162 1.591 -1.885
H 1.999 -0.406 0.676
H 2.339 0.678 -0.834
H 1.364 -0.695 -0.952
H 0.114 -1.916 0.329
H -0.751 -1.512 -1.136
H -1.315 -2.557 0.219
```

Properties
- E_HOMO: -14.52 eV
- LUMO: -5.6277 eV
- HOMO-LUMO gap: 8.9 eV
- Net charge: +1
- Relative energy (zero: lowest compared OMol25 entry of this formula, charge and spin): 2.7793 eV
- E_tot: -16287.912 eV
- Multiplicity: 1

Mulliken population analysis, charges in e, atoms 1 to 8: -0.65, 0.39, -1.21, -1.06, -0.18, 0.43, 0.42, 0.30

---

(4)
A 2-piece molecular cluster, C9H14N3O3 overall in a non-equilibrium geometry, computed with ωB97M-V with the def2-TZVPD basis set.

XYZ file:
```
29
C9H14N3O3 | OMol25 | ωB97M-V with the def2-TZVPD basis set
C -3.182 1.248 -1.017
C -3.006 -0.099 -0.703
C -2.119 1.962 -1.523
C -1.765 -0.690 -0.887
C -0.862 1.408 -1.748
C -0.637 0.064 -1.379
C 1.424 0.037 3.285
C 2.118 0.863 2.243
C 0.694 -0.540 -1.645
N 1.333 -0.138 -2.760
N 1.146 -1.437 -0.797
N 0.164 -0.480 2.616
O 2.485 -1.803 -0.788
O 0.413 -1.954 0.236
O 1.670 1.052 1.108
H -4.078 1.822 -1.039
H -3.693 -0.732 -0.335
H -2.329 2.935 -1.838
H -1.734 -1.775 -0.577
H -0.044 1.927 -2.042
H 1.451 0.640 4.176
H 2.166 -0.679 3.665
H 3.033 1.226 2.579
H 0.821 -0.173 -3.632
H 2.312 -0.202 -2.815
H -0.207 0.248 1.992
H -0.538 -0.685 3.294
H 2.458 -2.773 -0.725
H 0.506 -1.273 1.055
```

Properties
- E_HOMO: -12.84 eV
- LUMO: -3.5194 eV
- HOMO-LUMO gap: 9.3 eV
- Net charge: +1
- Relative energy (zero: lowest compared OMol25 entry of this formula, charge and spin): 1.8924 eV
- E_tot: -20162.619 eV
- Multiplicity: 1

Mulliken population analysis, charges in e, atoms 1 to 8: -0.45, -0.68, -0.60, -0.05, -0.64, 0.54, -0.56, -0.02